Entry 1:
# C32H48O28Rb2S

A molecular structure, C32H48O28Rb2S (ωB97M-V/def2-TZVPD, the OMol25 dataset).

Calculated values
- Kohn-Sham gap (eV) = 3.1
- calculated total energy (a.u.) = -3801.12244
- LUMO level (Eh) = -0.0897
- total charge = 0

Each line ends with the Mulliken charge.
CARTESIAN COORDINATES (ANGSTROEM)
Rb  4.15  1.83  5.18  0.969
Rb  4.85  4.46  -1.90  0.966
S  1.43  1.20  0.52  1.163
O  1.15  2.08  -0.62  -0.798
O  2.87  1.17  0.71  -0.821
O  0.89  1.89  1.70  -0.790
O  0.78  -0.11  0.32  -0.695
C  -4.85  1.08  -2.73  -1.388
C  -5.01  1.41  -1.24  0.437
C  -4.57  2.81  -0.91  -0.334
O  -5.77  3.45  -0.52  -0.314
C  -6.79  2.58  -0.57  0.669
O  -7.95  2.77  -0.17  -0.600
O  -6.37  1.40  -1.01  -0.350
H  -5.15  0.08  -3.04  0.349
H  -3.78  1.11  -2.92  0.393
H  -5.44  1.79  -3.32  0.333
H  -4.48  0.72  -0.59  0.269
H  -4.01  3.22  -1.75  0.224
H  -3.85  2.74  -0.10  0.312
C  -2.11  0.02  7.26  -1.406
C  -3.21  1.09  7.13  0.376
C  -3.63  1.39  5.71  -0.423
O  -5.03  1.35  5.83  -0.323
C  -5.43  0.72  6.93  0.660
O  -6.56  0.31  7.20  -0.572
O  -4.30  0.37  7.60  -0.333
H  -1.20  0.28  6.71  0.371
H  -2.38  -1.00  7.00  0.354
H  -1.74  -0.04  8.28  0.365
H  -3.00  1.93  7.79  0.261
H  -3.31  0.61  5.03  0.300
H  -3.03  2.22  5.33  0.372
C  3.20  -1.67  -4.39  -1.340
C  2.17  -2.80  -4.19  0.502
C  0.72  -2.38  -4.48  -0.369
O  0.25  -3.49  -5.25  -0.333
C  1.27  -4.22  -5.67  0.698
O  1.14  -5.05  -6.54  -0.582
O  2.39  -3.89  -5.08  -0.348
H  3.27  -1.37  -5.44  0.359
H  4.18  -2.04  -4.10  0.287
H  3.05  -0.80  -3.75  0.383
H  2.24  -3.22  -3.19  0.238
H  0.57  -1.44  -4.99  0.243
H  0.09  -2.40  -3.59  0.263
C  0.40  7.34  4.17  -1.417
C  0.33  8.30  3.02  0.400
C  -0.04  7.64  1.68  -0.431
O  -1.05  8.41  1.18  -0.300
C  -1.54  9.24  2.18  0.640
O  -2.50  9.96  2.03  -0.544
O  -0.77  9.14  3.27  -0.330
H  1.17  6.57  4.04  0.368
H  -0.53  6.77  4.23  0.358
H  0.51  7.88  5.11  0.345
H  1.22  8.92  2.91  0.296
H  -0.39  6.61  1.78  0.364
H  0.88  7.75  1.12  0.250
C  1.41  -5.75  4.02  -1.315
C  2.05  -5.69  2.57  0.304
C  3.43  -5.08  2.49  -0.318
O  4.23  -6.02  1.80  -0.301
C  3.57  -7.25  1.77  0.627
O  4.04  -8.31  1.41  -0.538
O  2.25  -7.06  2.14  -0.350
H  0.45  -6.28  4.04  0.363
H  1.33  -4.70  4.32  0.345
H  2.14  -6.21  4.67  0.328
H  1.26  -5.33  1.91  0.310
H  3.86  -4.91  3.48  0.251
H  3.41  -4.23  1.82  0.292
C  -0.06  5.98  -5.75  -1.368
C  -0.96  4.92  -6.31  0.496
C  -2.04  5.34  -7.30  -0.436
O  -1.95  4.40  -8.37  -0.329
C  -0.92  3.62  -8.24  0.703
O  -0.64  2.70  -9.00  -0.575
O  -0.18  4.07  -7.21  -0.377
H  0.12  6.73  -6.52  0.351
H  0.94  5.62  -5.51  0.301
H  -0.61  6.43  -4.92  0.375
H  -1.33  4.39  -5.44  0.268
H  -1.79  6.28  -7.78  0.299
H  -3.02  5.33  -6.82  0.294
C  -5.10  -3.71  2.10  -1.381
C  -5.40  -4.80  1.09  0.407
C  -4.61  -4.67  -0.15  -0.362
O  -3.98  -5.95  -0.37  -0.326
C  -4.20  -6.73  0.71  0.694
O  -3.67  -7.83  0.95  -0.604
O  -4.93  -6.07  1.56  -0.374
H  -4.14  -3.22  1.93  0.333
H  -5.36  -4.03  3.11  0.325
H  -5.67  -2.81  1.86  0.392
H  -6.46  -4.97  0.90  0.328
H  -3.88  -3.88  0.02  0.282
H  -5.31  -4.41  -0.94  0.287
C  8.72  -4.21  -2.16  -1.355
C  9.30  -3.10  -1.28  0.412
C  8.26  -2.25  -0.50  -0.320
O  8.66  -2.49  0.84  -0.317
C  9.73  -3.32  0.90  0.686
O  10.30  -3.66  1.93  -0.592
O  10.09  -3.73  -0.29  -0.340
H  8.11  -3.87  -2.99  0.360
H  8.15  -4.88  -1.51  0.347
H  9.45  -4.88  -2.60  0.344
H  9.96  -2.41  -1.81  0.264
H  7.24  -2.56  -0.73  0.269
H  8.37  -1.19  -0.73  0.241

Entry 2:
# BH3OS

A molecular structure, BH3OS (ωB97M-V/def2-TZVPD, the OMol25 dataset).

Calculated values
- Kohn-Sham gap (spin up / spin down) (eV) = 6.2 / 7.5
- calculated total energy (a.u.) = -499.94577
- 2S+1 = 3
- relative energy (zero: lowest compared OMol25 entry of this formula, charge and spin) (eV) = 0.4039
- LUMO level (spin up / spin down) (Eh) = 0.0091 / -0.1162
- total charge = 0

Each line ends with the Löwdin spin population.
CARTESIAN COORDINATES (ANGSTROEM)
B  0.04  -0.06  0.27  0.190
O  0.19  -1.36  0.57  0.069
S  -0.02  0.27  -1.56  1.185
H  -0.07  0.88  0.92  0.006
H  -0.02  -1.78  1.49  0.004
H  -0.12  2.06  -1.67  0.547